Entry 1:
A molecular structure, C3H8N2S in a non-equilibrium geometry. Source: the OMol25 dataset; level of theory: the ωB97M-V functional and the def2-TZVPD basis.

- relative energy (zero: lowest compared OMol25 entry of this formula, charge and spin) (kJ/mol) = 466.9
- HOMO (eV) = -9.30
- LUMO level (hartree) = 0.01788
- E (a.u.) = -626.64545

Geometry as XYZ:
```
14
C3H8N2S the ωB97M-V functional and the def2-TZVPD basis
C -0.624 1.724 -0.191
C 0.555 -0.387 -0.021
C 0.615 -1.801 -0.279
H -0.935 2.061 1.047
H 0.722 1.787 -0.427
H -1.282 2.341 -1.221
H -1.850 -0.438 1.446
H 1.725 -1.822 -0.283
H 0.283 -1.866 -1.259
H 0.203 -2.461 0.481
H 1.554 1.160 0.575
N -0.601 0.280 -0.306
N 1.703 0.125 0.360
S -2.066 -0.705 0.078
```


Entry 2:
2 unconnected molecules or ions with the total composition C7H15O5S in a non-equilibrium geometry. Source: the OMol25 dataset; level of theory: the ωB97M-V functional and the def2-TZVPD basis.

- relative energy (zero: lowest compared OMol25 entry of this formula, charge and spin) (kJ/mol) = 217.2
- HOMO (eV) = -3.61
- LUMO level (hartree) = 0.12733
- total charge = -1
- E (a.u.) = -1050.06366

Geometry as XYZ:
```
28
C7H15O5S the ωB97M-V functional and the def2-TZVPD basis
C 2.461 -1.659 -0.495
C 0.945 0.108 -1.781
C -1.147 -0.788 -1.162
C 0.983 -1.719 -0.062
C -0.023 0.424 0.568
C -1.447 0.382 2.743
C 0.208 -0.460 -0.586
O -0.832 2.882 1.061
O -0.138 2.663 -1.220
O -2.202 1.578 -0.394
O -2.569 0.606 2.414
O -0.556 1.282 3.146
S -0.630 1.988 -0.053
H 3.071 -2.248 0.179
H 2.800 -0.547 -0.435
H 2.690 -1.960 -1.549
H 0.880 -0.565 -2.528
H 1.985 0.620 -1.654
H 0.304 0.919 -2.062
H -1.574 0.123 -1.634
H -0.971 -1.580 -1.775
H -1.948 -1.143 -0.502
H 0.748 -1.783 1.059
H 0.482 -2.647 -0.441
H 0.853 0.623 1.108
H -1.174 -0.640 2.867
H -2.432 1.431 0.565
H -0.767 2.110 2.625
```


Entry 3:
A single C4H9NS2 molecule in a non-equilibrium geometry. Source: the OMol25 dataset; level of theory: the ωB97M-V functional and the def2-TZVPD basis.

- relative energy (zero: lowest compared OMol25 entry of this formula, charge and spin) (kJ/mol) = 180.5
- HOMO (eV) = -8.75
- structure (SMILES) = CSC(=S)CCN
- LUMO level (hartree) = -0.01245
- E (a.u.) = -1008.87453

Geometry as XYZ:
```
16
C4H9NS2 the ωB97M-V functional and the def2-TZVPD basis
C 2.866 -0.253 0.549
S 1.516 -0.955 -0.424
C 0.555 0.488 -0.538
S 1.045 1.969 0.032
C -0.869 0.078 -1.163
C -2.091 0.327 -0.202
N -2.085 -0.364 1.178
H 3.238 0.705 0.044
H 3.640 -1.005 0.589
H 2.667 -0.151 1.619
H -0.749 -1.077 -1.349
H -1.264 0.484 -2.255
H -3.126 0.003 -0.582
H -2.180 1.423 -0.020
H -2.050 -1.437 1.103
H -1.111 -0.234 1.419
```


Question: Which value of relative energy (zero: lowest compared OMol25 entry of this formula, charge and spin) does entry 1 give?
Answer: 466.9 kJ/mol